ORCA calculation (the ωB97M-V functional and the def2-TZVPD basis) on the molecule C4H7NO.

## Properties
Frontier orbital gap in eV: 10.7
SMILES: O[C@H]1C[C@H]2N[C@@H]12
Relative energy (zero: lowest compared OMol25 entry of this formula, charge and spin) in kcal per mole: 63.3
Multiplicity: 1
HOMO level in eV: -9.80

CARTESIAN COORDINATES (ANGSTROEM)
O: -1.826001 1.022196 -0.152995
C: -0.848912 0.084235 -0.513431
C: 0.603164 0.572980 -0.738078
C: 1.076531 -0.630645 0.078672
N: 0.620689 -0.425963 1.433953
C: -0.338164 -0.954856 0.483435
H: -1.464189 1.562673 0.560652
H: -1.230510 -0.430469 -1.399624
H: 0.787793 1.493620 -0.161282
H: 0.927853 0.688214 -1.774252
H: 1.930026 -1.275122 -0.114821
H: 0.493752 0.571346 1.602495
H: -0.846128 -1.880263 0.742266

Atoms 1-2, force components in eV/Å:
O 0.0 0.1 0.3
C 0.1 -0.1 -0.2